(w)
An isolated ion of composition C3HNO3S and charge -2. Source: the Open Molecules 2025 dataset; level of theory: ωB97M-V/def2-TZVPD.

Output
* total charge: -2

```
9
C3HNO3S, DFT ωB97M-V/def2-TZVPD
C -0.283 -0.846 -0.334
C -1.620 -1.614 -0.187
C -2.133 0.637 0.381
N -2.561 -0.601 0.187
O 1.158 -1.100 -0.186
O -2.394 1.740 0.844
O -0.725 0.461 -0.098
S -4.169 -1.099 -0.364
H 1.267 -0.983 0.676
```

***

(x)
An isolated ion of composition C3HNO3S and charge -2. Source: the Open Molecules 2025 dataset; level of theory: ωB97M-V/def2-TZVPD.

Output
* structure (SMILES): [H]/N=C(\[O-])SC1=C([O-])O1
* total charge: -2

```
9
C3HNO3S, DFT ωB97M-V/def2-TZVPD
C -1.622 -0.690 -0.573
C -1.628 0.893 -0.579
C 1.245 0.560 0.535
N 1.660 -0.218 -0.408
O -2.061 -0.154 0.494
O -1.432 -1.902 -1.004
O 1.702 0.831 1.640
S -0.054 1.754 -0.189
H 2.190 -1.074 0.082
```

***

Which of them is the least stable? Correct choice: (w).

***

(w)
An isolated ion of composition O4P3 and charge -1. Source: the Open Molecules 2025 dataset; level of theory: ωB97M-V/def2-TZVPD.

Output
* total charge: -1

```
7
O4P3, DFT ωB97M-V/def2-TZVPD
O -2.003 -0.295 1.168
O 2.725 -0.694 -0.040
O -1.776 0.212 -1.348
O 0.271 -1.095 -0.071
P 1.409 -0.020 0.016
P -1.166 0.071 0.006
P 0.540 1.820 0.269
```

***

(x)
An isolated ion of composition O4P3 and charge -1. Source: the Open Molecules 2025 dataset; level of theory: ωB97M-V/def2-TZVPD.

Output
* total charge: -1

```
7
O4P3, DFT ωB97M-V/def2-TZVPD
O 0.298 -1.936 -0.547
O -1.381 2.138 -1.202
O 0.918 -1.156 1.970
O -1.301 0.159 0.405
P -0.548 1.064 -0.586
P 0.530 -0.919 0.536
P 1.484 0.651 -0.576
```

***

Which of them is the least stable? Correct choice: (x).

***

(w)
One molecule with the formula C9H11NO3. Source: the Open Molecules 2025 dataset; level of theory: ωB97M-V/def2-TZVPD.

Output
* total charge: 0

```
24
C9H11NO3, DFT ωB97M-V/def2-TZVPD
C 2.559 -1.355 -2.182
C 1.927 -0.229 -2.794
C 2.320 -1.662 -0.896
C 1.154 0.579 -2.036
C 1.337 -0.877 -0.102
C -1.126 -1.039 -0.008
C -2.395 1.088 0.490
C -0.817 0.133 2.249
C -1.243 0.205 0.817
N 1.064 0.385 -0.694
O -2.079 -1.507 -0.581
O 0.068 -1.647 -0.086
O 0.345 1.183 0.055
H 3.252 -1.940 -2.766
H 2.079 -0.019 -3.839
H 2.767 -2.511 -0.409
H 0.674 1.476 -2.399
H 1.635 -0.734 0.947
H -2.290 2.049 0.986
H -3.312 0.606 0.835
H -2.484 1.235 -0.583
H -0.200 -0.742 2.449
H -1.706 0.082 2.879
H -0.266 1.034 2.518
```

***

(x)
C9H11NO3 as an isolated structure. Source: the Open Molecules 2025 dataset; level of theory: ωB97M-V/def2-TZVPD.

Output
* total charge: 0

```
24
C9H11NO3, DFT ωB97M-V/def2-TZVPD
C -3.528 0.249 -0.388
C -2.706 0.391 0.935
C -0.453 0.669 -0.239
C 0.959 0.110 -0.171
C 1.079 -1.236 -0.344
C 2.348 -1.854 -0.400
C 3.407 -1.044 -0.005
C 3.340 0.251 0.201
C 2.055 0.928 -0.026
H -2.960 -1.574 0.060
H -4.521 0.878 -0.496
H -2.610 0.666 -1.035
H -2.475 1.624 0.991
H -2.898 0.139 2.052
H -0.619 -0.215 1.559
H 0.226 -1.760 -0.930
H 2.527 -2.945 -0.628
H 4.364 -1.585 0.074
H 4.195 0.964 0.359
H 2.676 2.761 -0.224
N -1.388 -0.185 0.522
O -4.037 -1.124 -0.640
O -0.763 1.610 -0.895
O 1.783 2.282 -0.332
```

***

Which of them is the least stable? Correct choice: (x).